(1)
ORCA calculation (the ωB97M-V functional and the def2-TZVPD basis) on a 2-piece molecular cluster, C2H2NO2S overall.

XYZ file:
```
8
C2H2NO2S, DFT the ωB97M-V functional and the def2-TZVPD basis
C -0.857 0.556 -0.419
C 0.540 -0.388 1.997
N 0.118 0.065 -1.287
O 1.555 0.128 1.798
O -0.316 -1.096 2.336
S -2.157 1.245 -1.239
H 1.016 -0.220 -0.935
H 0.102 -0.290 -2.251
```

Calculated values
charge = -1
frontier orbital gap = 5.6114 eV
calculated total energy = -18526.947 eV
energy relative to the best compared isomer or geometry (same formula, charge and spin) = 34.2 kcal/mol

Atomic partial charges in e from the Mulliken method, atoms 1 to 6: atom 1 (C): -0.4641, atom 2 (C): 0.6013, atom 3 (N): -0.3073, atom 4 (O): -0.3374, atom 5 (O): -0.3111, atom 6 (S): -0.5645

(2)
ORCA calculation (the ωB97M-V functional and the def2-TZVPD basis) on a 2-piece molecular cluster, C2H2NO2S2 overall.

XYZ file:
```
9
C2H2NO2S2, DFT the ωB97M-V functional and the def2-TZVPD basis
C -0.065 -1.633 0.250
C -0.182 -1.946 -1.030
N 0.176 -1.289 1.368
O -4.264 -0.984 0.593
O -3.066 -0.604 -1.487
S -3.322 1.776 0.246
S -3.184 -0.237 -0.092
H -0.589 -2.851 -1.487
H 0.175 -1.179 -1.711
```

Calculated values
charge = -1
frontier orbital gap (spin up / spin down) = 7.1755 / 5.2694 eV
calculated total energy = -29360.711 eV
energy relative to the best compared isomer or geometry (same formula, charge and spin) = 83.2 kcal/mol

Atomic partial charges in e from the Mulliken method, atoms 1 to 6: atom 1 (C): 0.5905, atom 2 (C): -0.7274, atom 3 (N): -0.4082, atom 4 (O): -0.5612, atom 5 (O): -0.5134, atom 6 (S): -0.5021

(3)
ORCA calculation (the ωB97M-V functional and the def2-TZVPD basis) on an isolated ion of composition C2H2NO2S2 and charge -1.

XYZ file:
```
9
C2H2NO2S2, DFT the ωB97M-V functional and the def2-TZVPD basis
C 0.181 -2.040 -0.042
C -0.735 1.738 -0.296
N 0.132 0.833 -0.115
O -0.679 -1.795 0.705
O 0.503 -2.741 -0.979
S 1.923 -0.893 0.276
S 1.114 0.717 1.133
H -1.593 1.618 -1.119
H -0.846 2.563 0.437
```

Calculated values
charge = -1
frontier orbital gap = 6.9579 eV
calculated total energy = -29362.496 eV
energy relative to the best compared isomer or geometry (same formula, charge and spin) = 42.0 kcal/mol
structure (SMILES) = C=NSSC(=O)[O-]

Atomic partial charges in e from the Mulliken method, atoms 1 to 6: atom 1 (C): 0.6822, atom 2 (C): -0.3104, atom 3 (N): -0.2105, atom 4 (O): -0.5019, atom 5 (O): -0.6072, atom 6 (S): -0.3973

(4)
ORCA calculation (the ωB97M-V functional and the def2-TZVPD basis) on a 3-piece molecular cluster, C2H2NO3 overall.

XYZ file:
```
8
C2H2NO3, DFT the ωB97M-V functional and the def2-TZVPD basis
C -1.151 0.056 -0.448
C 0.822 0.635 1.269
N -1.051 0.756 0.500
O 0.800 -0.146 2.133
O 0.240 -1.117 -1.758
O 1.275 1.465 0.600
H 0.774 -1.409 -0.993
H -1.710 -0.240 -1.303
```

Calculated values
charge = -1
frontier orbital gap (spin up / spin down) = 7.6472 / 7.6481 eV
calculated total energy = -9738.295 eV
energy relative to the best compared isomer or geometry (same formula, charge and spin) = 77.4 kcal/mol

Atomic partial charges in e from the Mulliken method, atoms 1 to 6: atom 1 (C): 0.1789, atom 2 (C): 0.6924, atom 3 (N): -0.5453, atom 4 (O): -0.4678, atom 5 (O): -0.9576, atom 6 (O): -0.4009

(5)
ORCA calculation (the ωB97M-V functional and the def2-TZVPD basis) on a 2-piece molecular cluster, C2H2NO4 overall.

XYZ file:
```
9
C2H2NO4, DFT the ωB97M-V functional and the def2-TZVPD basis
C -2.804 -0.334 -0.115
C 0.981 -0.865 0.156
N -2.124 -0.992 0.651
O 0.164 0.386 0.121
O -3.695 0.207 -0.704
O 1.584 -1.130 -0.877
O 0.781 -1.489 1.188
H -1.158 -1.168 0.728
H 0.583 1.048 -0.567
```

Calculated values
charge = -1
frontier orbital gap = 8.5968 eV
calculated total energy = -11788.735 eV
energy relative to the best compared isomer or geometry (same formula, charge and spin) = 13.5 kcal/mol

Atomic partial charges in e from the Mulliken method, atoms 1 to 6: atom 1 (C): 0.6379, atom 2 (C): 0.6982, atom 3 (N): -0.4722, atom 4 (O): -0.5518, atom 5 (O): -0.5338, atom 6 (O): -0.6879

(6)
ORCA calculation (the ωB97M-V functional and the def2-TZVPD basis) on a 2-piece molecular cluster, C2H2NO4S overall.

XYZ file:
```
10
C2H2NO4S, DFT the ωB97M-V functional and the def2-TZVPD basis
C -0.415 -1.832 -0.448
C -0.137 -0.926 0.713
N 0.491 2.125 -0.418
O -0.876 -2.013 -1.473
O 0.146 -2.414 0.607
O 1.513 1.484 -0.087
O 0.472 2.904 -1.387
S -0.921 1.871 0.359
H 0.777 -0.507 0.827
H -1.051 -0.693 1.307
```

Calculated values
charge = -1
frontier orbital gap = 7.4452 eV
calculated total energy = -22618.727 eV
energy relative to the best compared isomer or geometry (same formula, charge and spin) = 79.9 kcal/mol

Atomic partial charges in e from the Mulliken method, atoms 1 to 6: atom 1 (C): 0.7162, atom 2 (C): -0.6443, atom 3 (N): 0.6799, atom 4 (O): -0.4544, atom 5 (O): -0.4225, atom 6 (O): -0.5772